(1)
16
Properties=species:S:1:pos:R:3:forces:R:3:lowdin_charge:R:1 method="wB97M-V/def2-TZVPD" e_above_lowest_ev=2.8384 spin_multiplicity=1 homo_energy_ev=-7.7744
C -2.398930 -0.822648 -0.847286 -0.745 -1.699 -1.781 -0.10
O -1.007169 -1.078487 -0.947238 0.083 -0.356 -0.199 -0.07
C -0.276755 -0.323174 -0.102443 -2.112 3.166 2.285 -0.23
C -0.794927 0.741694 0.597847 1.315 -1.454 -0.966 -0.08
O 0.112378 1.386953 1.391378 1.500 -0.511 -0.345 -0.08
C 1.463737 0.746825 1.066299 -1.458 0.961 3.695 -0.04
C 1.195934 -0.379217 0.138575 -1.041 -1.786 0.401 -0.36
O 1.871284 -0.133916 -1.021235 1.910 0.881 -1.556 0.03
H -2.824376 -1.099736 0.112915 0.183 -0.341 0.199 0.10
H -2.731296 0.169566 -1.047617 0.461 1.242 -0.121 0.07
H -2.865301 -1.388250 -1.703647 0.439 0.118 1.162 0.11
H -1.784044 1.176525 0.529569 0.219 -0.066 0.327 0.12
H 2.062717 1.479779 0.620470 0.640 1.156 -1.062 0.10
H 1.994040 0.572420 2.087106 -1.264 -0.342 -1.733 0.16
H 1.494139 -1.315835 0.607227 0.161 -0.434 -0.108 0.15
H 1.707821 -0.771737 -1.707211 -0.293 -0.533 -0.199 0.10

(2)
76
Properties=species:S:1:pos:R:3:forces:R:3:lowdin_spin:R:1 method="wB97M-V/def2-TZVPD" charge=+2 spin_multiplicity=5 homo_energy_ev="-14.7442 / -14.7461"
Pd -1.600092 -0.261680 0.615753 -0.161 0.019 -0.126 1.54
N -2.956313 -0.582099 2.434319 -0.017 0.007 -0.034 0.11
C -4.289012 -0.130597 2.000349 0.004 -0.002 0.007 0.01
C -4.740223 -0.975336 0.821169 -0.002 -0.003 0.002 0.00
N -3.723413 -1.076032 -0.260026 0.055 -0.013 -0.025 0.11
C -3.528007 -2.477037 -0.678571 0.007 -0.002 0.009 0.00
C -2.696846 -3.244241 0.329914 -0.004 0.020 0.006 0.01
N -1.371155 -2.604764 0.468389 0.024 -0.004 0.068 0.09
C -4.054545 -0.213152 -1.412490 -0.015 -0.002 0.000 0.00
C -3.744595 1.235612 -1.114808 0.007 0.011 -0.011 0.01
N -2.307990 1.357182 -0.798351 0.012 0.007 0.033 0.17
H -3.005709 -1.498810 2.868385 0.001 0.001 0.004 0.00
H -2.561951 0.061200 3.114495 -0.003 -0.002 0.007 0.00
H -4.198812 0.922558 1.737083 -0.006 0.003 -0.004 0.00
H -5.029533 -0.203604 2.799679 0.000 0.000 0.000 0.00
H -5.676159 -0.580363 0.418547 0.003 0.002 0.000 0.00
H -4.962308 -1.982448 1.178357 -0.004 0.000 -0.002 0.00
H -3.008443 -2.475444 -1.639026 0.004 0.001 0.001 0.00
H -4.487303 -2.981591 -0.833227 -0.001 0.001 0.000 0.00
H -2.610862 -4.286612 0.018564 -0.001 0.002 -0.010 0.00
H -3.175947 -3.244482 1.308811 0.006 -0.010 0.002 0.00
H -0.807809 -2.799986 -0.354243 0.012 -0.020 0.003 0.00
H -0.870945 -3.003383 1.256951 -0.015 0.005 0.007 0.00
H -5.103479 -0.330034 -1.702867 0.001 -0.008 0.003 0.00
H -3.447080 -0.537060 -2.260323 0.003 0.001 0.000 0.00
H -4.314951 1.606250 -0.265140 -0.004 -0.002 0.001 0.00
H -4.008805 1.857858 -1.972150 0.002 0.006 0.005 0.01
H -2.098380 2.269285 -0.383423 -0.035 0.038 -0.018 0.00
H -1.760113 1.289629 -1.651414 0.010 -0.013 0.005 0.00
B -1.253824 4.140670 1.325569 0.094 -0.035 -0.042 0.01
C -1.122513 2.631793 1.719679 -0.229 0.024 0.014 0.03
N -1.136964 1.478169 1.858651 0.316 -0.083 0.153 0.10
H -2.023565 4.672553 2.076747 -0.007 -0.002 -0.011 0.00
H -0.158352 4.640471 1.292900 0.008 -0.009 -0.009 0.00
H -1.729501 4.045582 0.193229 0.003 0.020 -0.002 0.01
C 1.842967 0.194695 -3.063633 0.007 0.002 -0.006 0.00
C 2.271893 -0.764739 -1.944147 -0.005 0.016 -0.001 0.04
C 1.375404 -2.007830 -2.075138 -0.021 0.015 -0.011 0.01
C 3.744190 -1.150978 -2.134716 -0.002 -0.023 -0.018 0.01
P 2.014073 0.049066 -0.271795 -0.008 -0.005 0.020 0.14
N 0.335083 -0.088815 -0.053507 -0.015 0.020 -0.049 1.43
C 2.376195 1.893184 -0.248943 -0.025 0.011 0.022 0.04
C 1.261957 2.649108 -0.991799 -0.016 -0.021 -0.001 0.01
C 3.737970 2.169954 -0.900484 0.004 0.002 -0.004 0.01
C 2.400651 2.401254 1.199663 -0.003 0.028 -0.024 0.00
C 2.758927 -0.896374 1.166353 -0.007 0.000 0.008 0.03
C 4.273037 -0.651056 1.235794 0.005 -0.011 -0.003 0.01
C 2.505995 -2.399382 0.990317 -0.003 -0.005 -0.040 0.00
C 2.090587 -0.462059 2.484809 0.020 0.005 0.004 0.00
H 1.902241 -0.359767 -4.001513 -0.001 0.003 -0.004 0.00
H 2.492473 1.059521 -3.160613 -0.035 -0.008 -0.009 0.00
H 0.812254 0.532548 -2.946666 0.001 -0.017 -0.005 0.00
H 1.548900 -2.427577 -3.067343 0.009 -0.008 0.004 0.00
H 0.318518 -1.735390 -2.022478 0.000 0.000 0.000 0.00
H 1.590708 -2.789056 -1.353430 0.001 -0.006 0.030 0.00
H 3.859152 -1.516046 -3.157097 0.000 0.002 -0.001 0.00
H 4.059107 -1.951803 -1.468409 -0.009 0.010 -0.020 0.00
H 4.421083 -0.306975 -2.013668 0.007 0.021 -0.002 0.00
H 1.286699 2.503967 -2.066736 -0.008 -0.013 -0.026 0.00
H 1.403103 3.712252 -0.795390 0.022 0.009 -0.022 0.00
H 0.272243 2.402864 -0.607503 0.003 0.002 0.035 0.01
H 3.762119 1.940075 -1.963193 0.022 0.010 0.040 0.00
H 4.558288 1.651343 -0.406224 0.007 -0.007 0.011 0.00
H 3.923161 3.240989 -0.797870 0.007 -0.003 0.001 0.00
H 1.488960 2.168245 1.745332 -0.020 0.007 -0.010 0.00
H 2.474286 3.488220 1.150069 0.008 0.007 -0.006 0.00
H 3.264757 2.042987 1.753128 0.012 0.008 -0.003 0.00
H 4.794820 -0.951446 0.328290 -0.005 0.015 0.041 0.00
H 4.663036 -1.260468 2.053464 0.002 0.007 0.004 0.00
H 4.520244 0.383153 1.460323 0.002 0.028 0.002 0.00
H 3.027061 -2.825089 0.136270 -0.006 -0.002 0.012 0.00
H 1.442315 -2.633420 0.915087 0.000 0.012 -0.001 0.00
H 2.888527 -2.897933 1.881627 -0.001 -0.002 0.002 0.00
H 2.431031 0.507210 2.831111 -0.018 -0.046 0.011 0.00
H 2.369791 -1.194720 3.243389 0.013 -0.006 -0.001 0.00
H 1.001659 -0.439783 2.425790 -0.012 -0.015 -0.015 0.00

(3)
33
Properties=species:S:1:pos:R:3:forces:R:3:lowdin_charge:R:1 method="wB97M-V/def2-TZVPD" e_above_lowest_ev=2.6013 spin_multiplicity=1 homo_energy_ev=-9.7873
C 1.336697 1.289578 2.448976 1.892 0.508 -0.049 -0.06
C -0.123994 1.484893 2.102288 1.571 2.389 -2.118 -0.31
O -0.478257 2.912533 2.243396 0.734 -1.329 -1.513 -0.02
C -0.304836 0.986584 0.607277 -2.384 2.524 1.351 -0.19
N 0.554119 1.714963 -0.250228 0.914 -0.219 -1.300 0.13
C 1.068248 1.148201 -1.429967 -2.945 -1.404 3.479 -0.46
O 1.230336 1.828957 -2.366410 1.349 1.856 -3.102 0.13
C 1.168093 -0.356063 -1.507857 1.175 -2.865 -1.360 -0.28
N 1.540712 -1.054631 -0.271671 2.477 -0.078 1.009 0.02
C -0.047825 -1.156340 -2.126684 -0.317 2.472 -1.206 -0.12
C -0.222738 -2.575717 -1.625108 -0.153 0.156 -0.860 -0.10
C -0.842885 -2.672456 -0.259260 -0.532 -0.603 -0.519 -0.57
O -0.905775 -3.603902 0.490164 0.712 -0.448 0.139 0.13
O -1.486469 -1.553279 -0.073931 -1.538 1.962 2.409 0.06
C -1.841470 1.013605 0.183685 -0.890 -2.417 0.417 -0.38
O -2.703558 0.716849 0.993248 0.819 0.936 0.342 0.08
O -2.232623 0.898709 -1.129740 1.862 1.508 0.605 0.09
H 2.082565 2.041457 2.068345 -1.166 -0.504 -0.355 0.10
H 1.453380 1.465325 3.518452 -0.039 -0.639 0.224 0.08
H 1.726485 0.294007 2.115816 -0.481 0.654 0.634 0.08
H -0.617796 0.976841 2.849284 -1.829 -1.559 0.951 0.11
H -0.901373 3.048775 3.076368 -0.467 -0.024 0.756 0.07
H -0.037024 -0.037292 0.625587 0.239 -0.869 -0.224 0.09
H 0.339271 2.688801 -0.441932 -0.039 -0.083 0.434 0.16
H 2.019835 -0.466868 -2.231385 -0.702 0.048 0.272 0.15
H 1.820012 -2.090817 -0.360866 -0.549 2.406 -0.293 0.12
H 2.433047 -0.554540 -0.039393 -0.918 -1.019 0.479 0.11
H -0.995748 -0.625255 -1.885073 0.930 -0.269 -0.688 0.10
H 0.128218 -1.075473 -3.248427 -0.522 -0.515 1.339 0.14
H 0.750402 -3.010993 -1.521197 0.183 -1.242 -0.743 0.10
H -0.947306 -3.020142 -2.356634 1.032 -0.383 0.704 0.16
H -1.788648 -1.380125 0.863792 0.091 -0.844 -1.209 0.17
H -3.173094 0.723816 -1.060918 -0.509 -0.104 -0.006 0.12

(4)
36
Properties=species:S:1:pos:R:3:forces:R:3:lowdin_charge:R:1 method="wB97M-V/def2-TZVPD" spin_multiplicity=1 homo_energy_ev=-9.0554
N -3.749682 -4.796194 -0.693821 -0.460 -2.567 -0.789 0.14
C -3.475565 -3.745716 -0.383023 0.330 3.780 0.830 -0.17
C -3.260146 -2.337292 0.092072 -8.109 -4.268 -6.115 -0.16
C -2.234713 -2.184060 0.865113 -3.270 -4.173 -3.372 -0.15
C -2.070096 -1.053113 1.223843 1.673 18.060 8.173 -0.07
C -3.060890 0.052782 1.132013 1.243 -1.066 -0.145 -0.05
C -2.767580 1.695252 1.616605 -5.618 -11.571 -10.628 -0.61
O -2.280781 1.784486 2.559673 7.679 3.198 15.629 0.25
C -3.056511 2.498095 0.599218 -2.871 11.575 4.172 -0.71
S -3.030982 2.338724 -0.957009 1.675 -2.779 -8.210 1.01
C -1.342017 1.533466 -1.151740 -4.901 3.623 3.974 -0.83
N -1.037778 0.995603 -2.181853 2.803 -2.314 -6.452 -0.03
N 0.338940 0.726483 -2.268299 -1.773 -0.101 3.416 0.10
C 0.823939 0.956499 -0.988764 1.916 -2.960 -8.178 -0.65
C 2.166473 0.542020 -0.880463 2.924 2.402 8.567 -0.13
C 3.086242 -0.129207 -1.718914 -10.478 -0.008 -4.950 -0.12
C 4.296919 -0.290830 -1.592172 6.388 0.835 10.399 0.09
C 4.692371 -0.011570 0.077423 0.370 -0.994 -7.542 0.03
C 6.069144 -0.435556 0.461158 -1.027 6.940 -8.674 -0.86
F 7.051719 -0.487041 -0.599308 -1.137 0.174 -2.040 0.03
F 6.213535 -1.493902 0.898262 0.084 -12.045 6.104 0.36
F 6.605648 0.457001 1.105939 2.510 5.545 5.705 0.25
C 3.882916 0.739201 0.806678 -2.785 -0.382 0.224 -0.13
N 2.536331 1.015398 0.565353 1.547 -2.066 -6.207 0.12
S -0.146794 1.694788 0.005381 -1.259 2.153 4.547 1.19
C -4.228447 -0.272119 0.485877 -0.396 2.896 -2.357 -0.12
C -4.370254 -1.402774 -0.277105 3.288 -2.781 2.791 0.05
H -1.539414 -2.734434 1.143518 5.525 -6.466 1.712 0.08
H -1.263562 -0.705365 1.981997 -0.717 -0.932 -1.590 0.16
H -4.101805 3.036902 0.920973 1.843 -1.433 -0.891 0.20
H -2.462501 3.516330 0.853074 -0.716 -1.756 0.004 0.16
H 2.598516 -0.612700 -2.665935 0.611 1.370 1.435 0.16
H 4.989802 -0.833158 -2.055708 2.456 -1.820 -2.345 0.07
H 4.234255 0.991750 1.752656 0.310 0.689 1.806 0.10
H -4.828530 0.577611 0.103909 -0.371 -0.446 1.068 0.10
H -5.278687 -1.627376 -0.836638 0.713 -0.310 -0.071 0.12

(5)
18
Properties=species:S:1:pos:R:3:forces:R:3:lowdin_charge:R:1 method="wB97M-V/def2-TZVPD" e_above_lowest_ev=2.8361 charge=+1 spin_multiplicity=1 homo_energy_ev=-13.2491
C -1.288739 -0.424567 0.263436 -0.002 0.504 1.459 -0.14
C -1.257351 -0.265897 1.697028 1.045 1.446 -0.394 0.00
C -0.406056 0.070169 -0.638588 -0.723 -1.691 -1.518 0.10
C -0.065026 0.173332 2.280451 -1.513 -2.723 -5.056 0.00
C 1.133521 -0.130608 1.524413 0.003 3.380 4.523 -0.10
N 2.292581 0.417221 1.871908 -0.806 0.375 -0.516 0.19
N -0.447323 0.005879 -3.635986 0.232 1.053 -0.104 0.00
H -2.227555 -0.871759 0.096654 -0.629 -1.120 -1.706 0.09
H -2.256559 -0.418281 2.169073 1.260 0.340 0.213 0.14
H -0.423020 -0.328592 -1.775367 0.445 1.515 2.676 0.09
H 0.292271 0.836770 -0.314454 0.068 -0.027 -0.344 0.08
H -0.101123 0.543412 3.209083 0.634 1.475 3.333 0.08
H 1.251398 -0.975810 1.006942 -0.207 -3.316 -2.108 0.10
H 3.140399 -0.096650 1.812582 0.695 -0.217 -0.586 0.13
H 2.362207 1.390393 2.103410 -0.031 0.135 0.664 0.14
H -0.169990 0.728826 -4.315095 -0.032 -0.848 0.309 0.05
H -1.373031 0.262979 -3.326495 -0.323 -0.144 -0.304 0.02
H -0.456603 -0.916817 -4.028997 -0.116 -0.139 -0.541 0.03

(6)
29
Properties=species:S:1:pos:R:3:forces:R:3:lowdin_spin:R:1 method="wB97M-V/def2-TZVPD" charge=-2 spin_multiplicity=4 homo_energy_ev="-0.8742 / -2.8970"
Pt -0.669890 1.137848 -0.839942 -0.245 0.252 -0.012 0.23
N -2.813498 -1.174749 -2.285513 0.027 0.046 0.112 0.00
C -3.384401 -0.054991 -1.717388 0.058 -0.196 -0.163 0.00
N -4.687940 0.140504 -1.683380 -0.063 0.099 0.026 0.00
N -4.823643 1.343276 -1.073857 0.094 -0.026 0.002 0.00
N -3.677934 1.832814 -0.765025 -0.088 -0.051 -0.043 0.01
N -2.721688 0.959440 -1.166802 0.095 0.113 0.115 0.03
C -1.466513 -1.388691 -2.448367 -0.213 -0.042 -0.109 0.00
N -0.957126 -2.399794 -3.135219 0.088 0.047 0.012 0.00
N 0.378216 -2.205687 -3.060629 -0.038 -0.004 -0.005 0.00
N 0.649907 -1.151727 -2.380842 -0.140 -0.042 0.012 0.03
N -0.521847 -0.598779 -1.966469 0.345 0.032 0.039 0.03
H -3.436196 -1.879099 -2.634936 -0.027 0.018 -0.007 0.00
C 4.804223 1.005902 0.264463 0.416 -0.028 0.106 0.77
Te 1.781896 1.115557 -0.293916 -0.250 -0.056 -0.002 0.81
C 1.729620 0.861487 1.809710 0.056 0.040 -0.023 0.07
H 4.709472 0.037282 0.730267 -0.083 -0.002 -0.012 0.04
H 4.819109 1.888800 0.884701 -0.068 0.015 -0.016 0.05
H 5.154952 1.070884 -0.752711 -0.059 0.003 -0.029 0.04
H 2.518560 1.468789 2.248835 -0.003 -0.015 0.002 0.01
H 1.898158 -0.197298 1.999069 0.023 -0.001 0.015 0.02
H 0.749300 1.141364 2.177368 -0.012 0.012 -0.026 0.00
F 0.506736 -1.104758 4.081694 -0.015 -0.052 -0.041 0.00
B 0.222044 -1.943710 2.973553 0.034 0.030 0.043 0.00
F 1.456380 -2.387600 2.423943 -0.031 0.026 0.035 0.00
F -0.532860 -3.048455 3.399431 0.032 -0.008 0.007 0.00
F -0.478129 -1.212605 2.000066 0.031 -0.069 0.059 0.00
S -0.405635 3.861730 1.193298 -0.007 0.017 0.108 0.30
C -0.801269 2.882269 0.018597 0.044 -0.162 -0.204 0.54

no.,energy (a.u.)
1,-420.95176
2,-1574.71629
3,-913.47357
4,-2042.91971
5,-306.27925
6,-1897.54928